This record from OMol25 describes a cluster of 2 separate species, H4O2 in total at a distorted geometry. The level of theory is ωB97M-V with the def2-TZVPD basis set.

The geometry in ORCA input format:
```
! RIJCOSX wB97M-V def2-TZVPD def2/J DEFGRID3
* xyz 0 1
O 1.30 0.10 0.53
H 0.80 0.28 -0.27
H 0.62 0.48 1.13
O -1.07 -0.15 -0.53
H -1.74 0.38 -0.96
H -1.54 -0.74 0.12
*
```

Its SMILES is O.O. The largest force on an atom comes out at 1.59 eV/A. The LUMO energy is 0.6 eV. The energy relative to the best compared isomer or geometry (same formula, charge and spin) comes out at 27.0 kJ/mol.

This record from OMol25 describes a cluster of 2 separate species, H4O2 in total at a distorted geometry. The level of theory is ωB97M-V with the def2-TZVPD basis set.

The geometry in ORCA input format:
```
! RIJCOSX wB97M-V def2-TZVPD def2/J DEFGRID3
* xyz 0 1
O -1.21 -0.06 -0.14
H -1.11 0.66 0.48
H -1.26 -0.84 0.41
O 1.51 -0.16 0.02
H 1.36 0.83 -0.22
H 0.72 -0.42 -0.56
*
```

Its SMILES is O.O. The largest force on an atom comes out at 3.73 eV/A. The LUMO energy is 0.8 eV. The energy relative to the best compared isomer or geometry (same formula, charge and spin) comes out at 36.0 kJ/mol.

This record from OMol25 describes a structure of composition H4O2 at a distorted geometry. The level of theory is ωB97M-V with the def2-TZVPD basis set.

The geometry in ORCA input format:
```
! RIJCOSX wB97M-V def2-TZVPD def2/J DEFGRID3
* xyz 0 1
O -17.11 29.07 12.97
H -17.25 29.35 12.07
H -17.81 28.43 13.13
O -16.64 29.43 11.02
H -15.76 29.17 10.76
H -16.75 30.30 10.64
*
```

The largest force on an atom comes out at 7.16 eV/A. The LUMO energy is 0.6 eV. The energy relative to the best compared isomer or geometry (same formula, charge and spin) comes out at 172.7 kJ/mol.

This record from OMol25 describes a cluster of 2 separate species, H4O2 in total at a distorted geometry. The level of theory is ωB97M-V with the def2-TZVPD basis set.

The geometry in ORCA input format:
```
! RIJCOSX wB97M-V def2-TZVPD def2/J DEFGRID3
* xyz 0 1
O -0.84 -0.88 0.72
H -1.77 -0.58 0.93
H -0.48 0.04 0.89
O 0.97 0.76 -1.11
H 0.40 0.04 -0.78
H 1.72 0.62 -0.64
*
```

Its SMILES is O.O. The largest force on an atom comes out at 4.29 eV/A. The LUMO energy is 0.7 eV. The energy relative to the best compared isomer or geometry (same formula, charge and spin) comes out at 38.8 kJ/mol.

This record from OMol25 describes a cluster of 2 separate species, H4O2 in total at a distorted geometry. The level of theory is ωB97M-V with the def2-TZVPD basis set.

The geometry in ORCA input format:
```
! RIJCOSX wB97M-V def2-TZVPD def2/J DEFGRID3
* xyz 0 1
O -2.94 -1.36 0.38
H -3.28 -0.44 0.29
H -3.73 -1.89 0.61
O 3.19 1.27 -0.05
H 3.42 0.43 -0.51
H 3.34 1.97 -0.72
*
```

Its SMILES is O.O. The largest force on an atom comes out at 1.24 eV/A. The LUMO energy is 1.1 eV. The energy relative to the best compared isomer or geometry (same formula, charge and spin) comes out at 25.1 kJ/mol.

This record from OMol25 describes a cluster of 2 separate species, H4O2 in total at a distorted geometry. The level of theory is ωB97M-V with the def2-TZVPD basis set.

The geometry in ORCA input format:
```
! RIJCOSX wB97M-V def2-TZVPD def2/J DEFGRID3
* xyz 0 1
O -0.98 0.42 -0.49
H -1.48 1.27 -0.46
H -1.43 -0.12 0.15
O 1.63 -0.73 0.07
H 1.57 -0.32 0.94
H 0.69 -0.52 -0.22
*
```

Its SMILES is O.O. The largest force on an atom comes out at 2.01 eV/A. The LUMO energy is 0.5 eV. The energy relative to the best compared isomer or geometry (same formula, charge and spin) comes out at 19.1 kJ/mol.

This record from OMol25 describes a cluster of 2 separate species, H4O2 in total at a distorted geometry. The level of theory is ωB97M-V with the def2-TZVPD basis set.

The geometry in ORCA input format:
```
! RIJCOSX wB97M-V def2-TZVPD def2/J DEFGRID3
* xyz 1 2
O -0.57 -0.12 0.95
H -0.24 -0.72 1.61
H -1.51 -0.08 1.11
O 1.17 0.31 -1.23
H 0.57 0.27 -1.98
H 0.59 0.34 -0.47
*
```

The largest force on an atom comes out at 3.16 eV/A. The LUMO energy (alpha / beta) is -4.6 / -12.3 eV. The energy relative to the best compared isomer or geometry (same formula, charge and spin) comes out at 77.2 kJ/mol. As for the expectation value of S²: 0.754.

This record from OMol25 describes an isolated molecule of H4O2P2 at a distorted geometry. The level of theory is ωB97M-V with the def2-TZVPD basis set.

The geometry in ORCA input format:
```
! RIJCOSX wB97M-V def2-TZVPD def2/J DEFGRID3
* xyz 0 1
O -1.22 0.06 1.45
P -0.46 0.38 -0.29
O 0.72 1.41 0.37
P 0.95 -1.21 -0.49
H -2.15 -0.25 1.43
H 0.39 2.32 0.73
H 1.54 -0.70 -1.75
H 0.23 -2.01 -1.46
*
```

Its SMILES is OP(O)#[PH2]. The largest force on an atom comes out at 4.49 eV/A. The LUMO energy is 0.5 eV. The energy relative to the best compared isomer or geometry (same formula, charge and spin) comes out at 116.0 kJ/mol.

This record from OMol25 describes a structure of composition H4O2P2S4 at a distorted geometry. The level of theory is ωB97M-V with the def2-TZVPD basis set.

The geometry in ORCA input format:
```
! RIJCOSX wB97M-V def2-TZVPD def2/J DEFGRID3
* xyz 0 1
O -1.42 -3.62 -0.30
O -2.30 3.14 0.03
P -0.09 -1.33 0.88
P -0.36 0.96 -0.76
S -3.67 -1.04 0.70
S -3.67 0.57 -0.58
S -1.49 -2.15 -0.56
S -2.19 1.74 0.39
H 1.06 -1.47 0.03
H -0.21 -2.63 1.29
H 0.67 1.40 0.02
H -0.23 2.01 -1.49
*
```

The largest force on an atom comes out at 4.16 eV/A. The LUMO energy (alpha / beta) is -2.2 / -1.7 eV. The energy relative to the best compared isomer or geometry (same formula, charge and spin) comes out at 141.0 kJ/mol.

This record from OMol25 describes a structure of composition H4O2Sn at a distorted geometry. The level of theory is ωB97M-V with the def2-TZVPD basis set.

The geometry in ORCA input format:
```
! RIJCOSX wB97M-V def2-TZVPD def2/J DEFGRID3
* xyz 2 1
Sn 1.28 -0.06 -0.05
O -0.10 1.98 -1.57
H -0.16 2.89 -1.25
H -0.45 2.00 -2.47
O 0.05 -2.07 1.54
H 0.30 -2.54 2.35
H -0.91 -2.20 1.46
*
```

The largest force on an atom comes out at 1.12 eV/A. The LUMO energy is -12.6 eV. The energy relative to the best compared isomer or geometry (same formula, charge and spin) comes out at 92.1 kJ/mol.

This record from OMol25 describes an isolated molecule of H4O3Si at a distorted geometry. The level of theory is ωB97M-V with the def2-TZVPD basis set.

The geometry in ORCA input format:
```
! RIJCOSX wB97M-V def2-TZVPD def2/J DEFGRID3
* xyz 0 1
O -0.60 0.54 1.13
Si 0.31 -0.25 0.01
O 0.45 0.88 -1.24
O -0.55 -1.49 -0.51
H -0.34 1.18 1.88
H 1.71 -0.39 0.29
H -0.11 1.41 -1.86
H -0.87 -1.88 0.29
*
```

Its SMILES is O[SiH](O)O. The largest force on an atom comes out at 5.28 eV/A. The LUMO energy is 0.5 eV. The energy relative to the best compared isomer or geometry (same formula, charge and spin) comes out at 13.0 kJ/mol.

This record from OMol25 describes a cluster of 2 separate species, H4OS in total at a distorted geometry. The level of theory is ωB97M-V with the def2-TZVPD basis set.

The geometry in ORCA input format:
```
! RIJCOSX wB97M-V def2-TZVPD def2/J DEFGRID3
* xyz 0 1
O -0.13 1.39 -1.13
H -0.16 1.09 -0.19
H 0.62 0.90 -1.52
S 0.21 -0.60 0.89
H -0.16 -1.57 0.03
H -0.37 -1.22 1.93
*
```

Its SMILES is O.S. The largest force on an atom comes out at 1.34 eV/A. The LUMO energy is 0.7 eV. The energy relative to the best compared isomer or geometry (same formula, charge and spin) comes out at 30.1 kJ/mol.

Please write out number 8 again, unchanged.
This record from OMol25 describes an isolated molecule of H4O2P2 at a distorted geometry. The level of theory is ωB97M-V with the def2-TZVPD basis set.

The geometry in ORCA input format:
```
! RIJCOSX wB97M-V def2-TZVPD def2/J DEFGRID3
* xyz 0 1
O -1.22 0.06 1.45
P -0.46 0.38 -0.29
O 0.72 1.41 0.37
P 0.95 -1.21 -0.49
H -2.15 -0.25 1.43
H 0.39 2.32 0.73
H 1.54 -0.70 -1.75
H 0.23 -2.01 -1.46
*
```

Its SMILES is OP(O)#[PH2]. The largest force on an atom comes out at 4.49 eV/A. The LUMO energy is 0.5 eV. The energy relative to the best compared isomer or geometry (same formula, charge and spin) comes out at 116.0 kJ/mol.

- Which formula does entry 5 have?
  H4O2

- Among the records above, which one has the lowest energy relative to the best compared isomer or geometry (same formula, charge and spin)?
  H4O3Si

Copy entry 4 word for word.
This record from OMol25 describes a cluster of 2 separate species, H4O2 in total at a distorted geometry. The level of theory is ωB97M-V with the def2-TZVPD basis set.

The geometry in ORCA input format:
```
! RIJCOSX wB97M-V def2-TZVPD def2/J DEFGRID3
* xyz 0 1
O -0.84 -0.88 0.72
H -1.77 -0.58 0.93
H -0.48 0.04 0.89
O 0.97 0.76 -1.11
H 0.40 0.04 -0.78
H 1.72 0.62 -0.64
*
```

Its SMILES is O.O. The largest force on an atom comes out at 4.29 eV/A. The LUMO energy is 0.7 eV. The energy relative to the best compared isomer or geometry (same formula, charge and spin) comes out at 38.8 kJ/mol.